1.
Density functional theory data (the ωB97M-V functional and the def2-TZVPD basis) for a structure of composition C27H78AlF4N14O15P4S4 at a distorted geometry.

```
! RIJCOSX wB97M-V def2-TZVPD def2/J DEFGRID3
* xyz 1 1
Al -1.0001 12.0425 -15.5619
N 1.5267 12.3999 -16.6996
S 2.7758 13.1039 -16.4281
O 3.4325 14.0047 -17.3732
O 3.6728 12.6743 -15.3385
F 1.8436 14.2299 -15.7380
S 2.2917 11.3689 -17.7571
O 3.3645 10.5874 -17.1783
O 2.5359 11.9787 -19.0381
F 1.2325 10.2498 -18.0393
N -0.4629 9.3010 -15.1508
S 1.0537 8.6863 -14.7209
O 1.7925 7.8463 -15.6552
O 1.1952 8.3829 -13.3050
F 1.7959 10.1034 -14.8970
S -1.0605 7.8799 -15.3197
O -1.4951 7.2473 -14.1127
O -0.8236 7.1059 -16.5442
F -2.4021 8.5185 -15.7462
O -2.1382 11.2256 -18.1121
P -2.8319 10.5918 -19.2871
N -3.7378 11.6204 -20.2660
C -4.5313 11.1546 -21.3512
C -4.1043 12.9932 -19.6834
N -3.8857 9.3109 -18.7462
C -5.2282 9.5546 -18.1599
C -3.5145 7.8386 -18.5862
N -1.7852 9.8615 -20.4778
C -0.4724 10.5051 -20.7425
C -2.1043 8.6832 -21.3525
H -5.4541 10.6393 -21.0847
H -4.1195 10.2745 -21.8452
H -4.8074 11.9471 -22.0468
H -4.2624 13.5851 -20.5850
H -3.2890 13.5984 -19.2870
H -4.9413 12.8844 -18.9938
H -5.7994 8.6370 -18.3008
H -5.3362 9.6947 -17.0843
H -5.7775 10.2850 -18.7539
H -3.6330 7.5918 -17.5312
H -4.2324 7.1637 -19.0523
H -2.5186 7.6350 -18.9796
H 0.2021 10.3475 -19.9009
H -0.0368 10.0392 -21.6264
H -0.4555 11.5867 -20.8759
H -3.0856 8.3071 -21.0633
H -1.3721 7.8787 -21.2844
H -2.1578 8.9790 -22.4002
O -0.7622 14.5782 -17.3257
P -0.6267 15.7637 -18.2408
N 0.5925 16.9227 -17.8849
C 0.7030 18.2206 -18.6597
C 1.3693 17.0862 -16.6069
N -2.0351 16.6106 -18.5808
C -3.0655 16.8391 -17.4886
C -2.5223 17.1544 -19.9174
N -0.1921 15.1541 -19.7842
C -1.0747 14.2829 -20.5380
C 1.2137 14.8684 -20.0771
H 1.6213 18.6738 -18.2862
H -0.1152 18.8514 -18.3121
H 0.7722 18.0229 -19.7293
H 0.9095 16.5440 -15.7807
H 1.4187 18.1456 -16.3550
H 2.2741 16.4784 -16.6102
H -2.5852 16.7002 -16.5200
H -3.1915 17.9153 -17.3702
H -4.0300 16.3368 -17.5629
H -2.8930 18.1666 -19.7563
H -1.7157 17.2290 -20.6468
H -3.3189 16.4979 -20.2676
H -2.0040 14.7017 -20.9243
H -0.5275 13.9888 -21.4336
H -1.3286 13.3888 -19.9686
H 1.3454 14.1143 -20.8531
H 1.7691 14.5811 -19.1843
H 1.6297 15.8239 -20.3965
O 8.9318 10.4442 -13.1486
P 7.7525 10.7074 -13.9759
N 8.0068 10.2474 -15.6244
C 7.0747 10.6401 -16.7897
C 9.3577 9.9596 -16.0079
N 7.2570 12.3279 -14.0317
C 7.8462 13.4492 -14.8379
C 6.2219 12.8249 -13.1209
N 6.4457 9.7549 -13.3857
C 6.3878 9.3078 -11.9838
C 5.1582 9.6918 -14.1607
H 6.0693 10.2255 -16.7157
H 7.4664 10.4215 -17.7831
H 7.0002 11.7223 -16.6829
H 9.7032 10.6912 -16.7383
H 9.2413 8.9395 -16.3741
H 10.0553 9.9979 -15.1713
H 8.9042 13.2240 -14.9725
H 7.4196 13.6134 -15.8274
H 7.7036 14.3007 -14.1726
H 6.6977 12.9967 -12.1554
H 5.8451 13.7994 -13.4315
H 5.4011 12.1751 -12.8172
H 7.3042 8.9361 -11.5255
H 5.8622 10.0538 -11.3877
H 5.7224 8.4591 -11.8251
H 4.6510 8.7341 -14.2767
H 5.0535 10.3132 -15.0501
H 4.3827 10.2145 -13.6008
O 2.9811 4.8388 -21.7146
P 3.3474 6.2223 -21.3281
N 2.6462 7.2733 -22.4777
C 2.1137 6.8247 -23.7666
C 2.5743 8.7244 -22.4692
N 5.0031 6.5307 -21.5106
C 5.9049 5.4468 -21.3881
C 5.5915 7.9251 -21.4985
N 2.6731 6.7145 -19.8299
C 3.5867 7.0180 -18.6767
C 1.2415 6.5581 -19.5333
H 1.3268 7.4367 -24.2076
H 1.6979 5.8273 -23.6233
H 2.9329 6.7951 -24.4850
H 2.8032 9.1954 -21.5132
H 1.5816 9.0654 -22.7631
H 3.1298 9.1124 -23.3230
H 6.9592 5.5303 -21.1241
H 5.5699 4.6880 -20.6809
H 5.9009 4.9344 -22.3502
H 5.0487 8.5440 -20.7841
H 6.6648 7.9701 -21.3138
H 5.4933 8.3875 -22.4807
H 3.6613 8.0684 -18.3954
H 3.0586 6.5964 -17.8214
H 4.5841 6.5887 -18.7715
H 0.5776 6.9662 -20.2955
H 0.9364 7.1460 -18.6676
H 1.1461 5.4786 -19.4166
C 2.7136 10.8505 -10.5486
O 2.1299 10.8464 -11.8660
C 1.6955 12.0128 -12.4108
O 0.9039 12.1805 -13.2649
O 2.4371 13.0121 -11.8957
C 2.4639 14.2703 -12.6557
H 3.0341 11.7694 -10.0577
H 3.5548 10.1607 -10.4805
H 1.9551 10.3981 -9.9097
H 1.4799 14.7353 -12.7166
H 2.9680 14.2315 -13.6214
H 2.9666 14.9022 -11.9235
*
```

The electronic energy comes out at -178785.4679 eV. The value obtained for the orbital gap is 1.42 eV. The calculation puts the HOMO energy at -0.3717 Eh. The value obtained for the strongest force on any atom is 13.5 eV/A.

Atomic partial charges in e from the Löwdin method, atoms 1 to 5: number 1, Al, carries 1.03; number 2, N, carries -0.28; number 3, S, carries 0.40; number 4, O, carries -0.27; number 5, O, carries -0.29



2.
Density functional theory data (the ωB97M-V functional and the def2-TZVPD basis) for a structure of composition C7H14FeN2O9S.

```
! RIJCOSX wB97M-V def2-TZVPD def2/J DEFGRID3
* xyz 1 2
Fe -0.1010 0.3813 -0.1038
O -3.5215 2.4078 0.3388
C -2.3211 1.9101 0.3286
O -2.0363 0.8298 -0.1798
C -1.2573 2.7635 0.9518
O -0.0815 1.9755 1.0936
C 0.2324 1.4760 2.4265
C -0.3259 0.0621 2.5699
O -0.6994 -0.3776 3.6206
O -0.3150 -0.6100 1.4270
H -4.1429 1.8233 -0.1271
H -1.5766 3.1845 1.9038
H -1.0317 3.5785 0.2599
H -0.1465 2.1615 3.1794
H 1.3206 1.4563 2.4628
C 2.3894 0.3492 -2.7638
S 1.7504 1.3959 -1.5111
O 2.4584 2.6227 -1.4754
O 0.2640 1.4798 -1.7131
O 1.7920 0.5881 -0.2058
H 2.3907 0.9163 -3.6925
H 1.7508 -0.5281 -2.8289
H 3.4077 0.0861 -2.4834
C 1.5679 -2.8708 0.2546
N 0.1875 -3.1506 -0.1181
C -0.6132 -2.2913 -0.7317
N -1.8932 -2.6224 -0.9449
O -0.1872 -1.1750 -1.1919
H 2.2235 -3.6361 -0.1563
H 1.6612 -2.8505 1.3389
H 1.8531 -1.9028 -0.1416
H -0.2112 -4.0182 0.2024
H -2.3084 -3.4598 -0.5766
H -2.4796 -1.9550 -1.4132
*
```

The electronic energy comes out at -74111.9773 eV. The value obtained for the orbital gap (alpha / beta) is 9.12 / 8.92 eV. The calculation puts the HOMO energy (alpha / beta) at -0.4877 / -0.4868 Eh. The value obtained for the strongest force on any atom is 0.4 eV/A.

Atomic partial charges in e from the Löwdin method, atoms 1 to 5: number 1, Fe, carries 0.75; number 2, O, carries 0.23; number 3, C, carries -0.41; number 4, O, carries 0.09; number 5, C, carries -0.02